Formula: C32H29Cl2N6O3Re
Source: the Open Molecules 2025 dataset
Level of theory: ωB97M-V/def2-TZVPD

XYZ file:
```
73
Properties=species:S:1:pos:R:3:lowdin_charge:R:1
Re -0.44628 0.74893 -0.09009 1.616
C -1.69100 -3.01775 1.21892 -0.001
C -0.66757 -2.24270 0.46538 -0.235
C 0.68233 -2.31898 0.78320 -0.024
C 1.58200 -1.52888 0.09162 -0.017
C 1.19243 -0.71782 -0.99604 -0.141
C -0.12228 -0.84493 -1.50510 -0.242
C -1.08987 -1.40607 -0.61976 -0.156
H -2.46720 -2.35080 1.60229 0.097
H -1.25725 -3.57202 2.04745 0.096
H -2.18710 -3.72535 0.54985 0.114
H 1.02112 -2.96573 1.58148 0.133
H 2.62700 -1.53878 0.37435 0.111
H 1.95156 -0.22597 -1.58850 0.130
H -0.36602 -0.57841 -2.52504 0.132
H -2.10481 -1.53947 -0.97504 0.117
C 0.09815 3.39274 -4.14411 0.059
N -1.03323 2.73027 -3.46338 -0.003
C -2.29439 2.72540 -3.98574 0.034
C -3.32108 2.08208 -3.37878 0.053
C -3.06751 1.39747 -2.15928 -0.311
N -1.82145 1.42472 -1.65978 0.055
C -0.83510 2.05960 -2.31232 -0.476
O 0.27434 1.92868 -1.72356 -0.053
N -4.01679 0.74764 -1.49680 0.221
H -0.28878 4.23249 -4.71366 0.112
H 0.59384 2.68723 -4.80748 0.118
H 0.79804 3.74996 -3.39534 0.107
H -2.41965 3.26593 -4.91417 0.161
H -4.30940 2.09063 -3.81281 0.138
H -4.95700 0.69616 -1.85616 0.144
H -3.80206 0.24810 -0.64956 0.114
Cl 0.63565 -2.38347 6.74384 0.804
C 2.08438 -2.21765 5.82330 -0.576
C 3.13347 -3.09288 6.05227 -0.059
C 4.27207 -3.03148 5.26548 -0.014
C 4.37796 -2.10705 4.23406 -0.063
C 3.33296 -1.23544 4.01443 -0.557
Cl 3.45824 -0.01966 2.78113 0.776
C 2.18125 -1.25874 4.80770 -0.283
N 1.13612 -0.35720 4.51780 0.159
C 0.57190 0.48080 5.39921 -0.179
C 1.21335 0.73350 6.64519 0.018
C 0.64435 1.58620 7.55094 -0.005
C -0.57291 2.20079 7.24771 0.033
C -1.19757 1.98422 6.00812 0.006
C -0.64879 1.15629 5.06340 -0.125
C -1.36291 0.90842 3.75515 -0.002
C -0.59282 1.27678 2.50258 -0.443
O -0.03362 2.65222 1.04504 -0.064
O -0.11291 0.19008 1.80092 -0.254
H 3.04544 -3.82898 6.83900 0.127
H 5.08935 -3.71360 5.45540 0.134
H 5.26980 -2.05063 3.62610 0.125
H 0.86530 -0.30106 3.53607 0.112
H 2.17503 0.28003 6.84318 0.137
H 1.14272 1.79611 8.48677 0.138
H -1.03532 2.86324 7.96738 0.136
H -2.14144 2.47298 5.80156 0.135
H -2.30378 1.46182 3.76870 0.135
H -1.61551 -0.15099 3.65683 0.148
N 1.82328 3.98673 5.13438 0.242
C 1.04360 3.89201 4.29533 -0.148
C 0.07375 3.62116 3.27528 -0.140
C -1.05816 4.33254 3.18698 0.039
C -2.20176 4.04625 2.32103 0.014
C -2.36336 2.99088 1.52352 -0.040
N -1.33574 2.01350 1.34147 -0.100
C 0.41738 2.42584 2.42230 -0.118
H -1.16849 5.18140 3.85019 0.145
H -3.01991 4.75464 2.36190 0.135
H -3.24948 2.83467 0.92545 0.123
H 1.47122 2.15646 2.45779 0.147
```

Summary:
Highest occupied orbital energy (alpha / beta) (Ha): -0.60164 / -0.60209
LUMO level (alpha / beta) (eV): -9.10 / -10.48
Largest force on an atom (eV Å⁻¹): 0.46
Total charge: +3
Frontier orbital gap (alpha / beta) (eV): 7.3 / 5.9
2S+1: 2